No. 1
103
Properties=species:S:1:pos:R:3 method="wB97M-V/def2-TZVPD" gap_ev="6.60 / 6.97" multiplicity=4 de_lowest_kj_mol=0.00 e_lumo_ev="0.2 / 0.0" s_squared=3.80 max_force_ev_per_a=0.77
Tc 0.71 0.40 0.10
C 1.53 3.04 5.26
C 0.61 2.95 4.03
C -0.35 1.77 4.08
C -1.38 1.85 5.01
C -2.33 0.85 5.11
C -2.26 -0.23 4.26
C -1.26 -0.35 3.31
C -1.27 -1.55 2.40
C -1.20 -2.89 3.14
C -0.28 0.65 3.23
N 0.78 0.54 2.27
C 1.99 0.76 2.68
C 3.04 0.86 1.75
C 4.39 1.20 1.85
C 4.88 1.27 0.55
C 3.81 0.97 -0.30
N 2.71 0.71 0.42
H 2.16 3.93 5.19
H 2.17 2.17 5.34
H 0.95 3.11 6.18
H 1.20 2.96 3.12
H 0.01 3.87 4.02
H -1.44 2.72 5.65
H -3.13 0.93 5.83
H -3.02 -1.01 4.31
H -0.45 -1.50 1.69
H -2.19 -1.51 1.80
H -0.34 -2.92 3.80
H -1.11 -3.71 2.43
H -2.09 -3.06 3.75
H 2.19 0.85 3.74
H 4.93 1.39 2.77
H 5.88 1.51 0.24
H 3.80 0.90 -1.38
N 0.92 0.69 -1.88
C 1.04 0.97 -3.00
N 1.20 1.27 -4.26
C 1.22 0.22 -5.28
C -0.09 0.22 -6.06
C -0.40 1.62 -6.61
C -0.41 2.65 -5.48
C 0.92 2.63 -4.74
H 1.41 -0.73 -4.80
H 2.06 0.44 -5.95
H -0.90 -0.10 -5.40
H -0.02 -0.50 -6.87
H -1.37 1.61 -7.11
H 0.35 1.90 -7.35
H -1.21 2.41 -4.77
H -0.60 3.66 -5.87
H 0.96 3.32 -3.90
H 1.73 2.89 -5.42
N -1.58 3.58 1.31
C -0.86 3.47 0.19
N -1.47 3.70 -0.97
S 0.80 3.08 0.25
H -2.59 3.62 1.28
H -1.16 3.25 2.16
H -2.48 3.74 -1.03
H -0.97 3.44 -1.80
C 0.15 -2.33 -3.01
C -0.88 -2.88 -2.02
C -1.94 -1.85 -1.66
C -0.20 -3.51 -0.83
C -0.49 -4.85 -0.59
C 0.17 -5.59 0.37
C 1.22 -5.00 1.03
C 1.57 -3.67 0.85
C 2.80 -3.19 1.59
C 3.77 -2.42 0.70
C 2.42 -2.46 2.88
C 0.77 -2.84 -0.01
N 0.90 -1.49 -0.03
H -0.34 -1.92 -3.90
H 0.82 -3.13 -3.34
H 0.76 -1.55 -2.55
H -1.40 -3.69 -2.54
H -1.50 -1.01 -1.13
H -2.70 -2.29 -1.01
H -2.44 -1.47 -2.56
H -1.25 -5.32 -1.21
H -0.09 -6.63 0.55
H 1.82 -5.58 1.72
H 3.32 -4.11 1.89
H 3.27 -1.59 0.20
H 4.18 -3.08 -0.07
H 4.60 -2.02 1.28
H 1.69 -1.68 2.67
H 3.30 -2.01 3.35
H 1.97 -3.16 3.58
F -6.39 1.92 -1.78
C -5.15 1.63 -1.34
C -4.11 1.44 -2.22
F -4.31 1.58 -3.54
C -2.85 1.12 -1.76
F -1.85 1.04 -2.67
C -2.54 0.95 -0.39
O -1.37 0.64 0.05
C -3.63 1.19 0.47
F -3.43 1.12 1.80
C -4.89 1.51 0.02
F -5.88 1.71 0.90


No. 2
16
Properties=species:S:1:pos:R:3 method="wB97M-V/def2-TZVPD" gap_ev=8.57 de_lowest_kj_mol=358.25 e_lumo_ev=0.2 max_force_ev_per_a=4.66
B -1.35 -0.72 -0.06
C 1.46 0.88 -0.72
C 1.59 -0.20 0.28
C 0.18 1.55 -0.80
C -2.16 -1.71 0.76
O 0.71 -1.28 0.39
S -1.43 0.63 -1.04
H 2.09 1.74 -0.41
H 1.78 0.67 -1.73
H 2.60 -0.62 0.49
H 1.52 0.55 1.23
H -0.06 2.19 0.12
H 0.21 2.26 -1.66
H -2.19 -2.76 0.63
H -3.25 -1.55 0.77
H -1.70 -1.63 1.73


No. 3
91
Properties=species:S:1:pos:R:3 method="wB97M-V/def2-TZVPD" gap_ev="5.78 / 7.03" multiplicity=5 de_lowest_kj_mol=48.91 e_lumo_ev="0.6 / -0.4" s_squared=6.07 max_force_ev_per_a=2.15
Fe 0.24 -0.24 -0.63
C 2.85 3.02 0.02
C 1.75 2.11 -0.44
N 1.39 1.02 0.24
N 1.87 0.78 1.44
C 1.48 -0.30 2.03
O 0.63 -1.16 1.32
C 1.84 -0.68 3.36
C 2.86 -0.01 4.06
C 3.22 -0.42 5.32
C 2.59 -1.50 5.92
C 1.58 -2.17 5.24
C 1.20 -1.75 3.99
C 1.03 2.33 -1.63
C 1.09 3.53 -2.38
C 0.26 3.71 -3.45
C -0.64 2.68 -3.78
C -0.60 1.51 -3.05
N 0.20 1.32 -2.02
H 3.28 2.64 0.94
H 2.48 4.03 0.20
H 3.63 3.08 -0.74
H 3.34 0.82 3.57
H 4.01 0.08 5.85
H 2.90 -1.82 6.90
H 1.08 -3.01 5.70
H 0.39 -2.25 3.47
H 1.78 4.31 -2.08
H 0.29 4.62 -4.02
H -1.34 2.80 -4.59
H -1.24 0.68 -3.31
S -1.35 -1.50 -1.66
C -2.91 -0.92 -1.22
N -4.02 -1.57 -1.70
C -5.31 -1.19 -1.17
C -5.35 0.32 -0.94
N -4.27 0.70 -0.07
C -4.56 1.48 1.10
C -5.52 0.76 2.01
C -6.83 1.19 2.16
C -7.71 0.49 2.96
C -7.29 -0.65 3.63
C -5.99 -1.09 3.48
C -5.11 -0.39 2.68
C -3.04 0.14 -0.31
S -1.66 0.80 0.47
C -4.00 -2.41 -2.88
C -4.54 -1.70 -4.10
C -5.68 -2.14 -4.77
C -6.15 -1.45 -5.87
C -5.49 -0.31 -6.32
C -4.37 0.14 -5.65
C -3.90 -0.55 -4.55
H -5.50 -1.70 -0.21
H -6.09 -1.49 -1.87
H -6.30 0.61 -0.48
H -5.26 0.83 -1.91
H -4.97 2.45 0.81
H -3.61 1.65 1.61
H -7.16 2.08 1.65
H -8.73 0.83 3.07
H -7.98 -1.19 4.25
H -5.66 -1.98 4.00
H -4.08 -0.73 2.56
H -4.59 -3.31 -2.68
H -2.96 -2.70 -3.05
H -6.19 -3.03 -4.43
H -7.03 -1.80 -6.40
H -5.85 0.22 -7.19
H -3.85 1.02 -5.99
H -3.02 -0.21 -4.03
C 2.70 -3.21 1.44
Si 1.11 -2.57 0.61
C -0.42 -3.68 0.88
C 1.56 -2.15 -1.18
C 2.30 -0.98 -1.43
C 2.58 -0.59 -2.74
C 2.08 -1.32 -3.81
C 1.39 -2.50 -3.57
C 1.16 -2.92 -2.27
H 3.12 -4.05 0.89
H 2.52 -3.53 2.46
H 3.45 -2.43 1.48
H -0.15 -4.67 1.22
H -1.01 -3.79 -0.03
H -1.07 -3.23 1.63
H 2.87 -0.52 -0.63
H 3.18 0.29 -2.92
H 2.26 -0.99 -4.82
H 1.03 -3.10 -4.39
H 0.66 -3.86 -2.08


No. 4
21
Properties=species:S:1:pos:R:3 method="wB97M-V/def2-TZVPD" gap_ev=6.66 de_lowest_kj_mol=693.08 charge=+1 e_lumo_ev=-7.1 max_force_ev_per_a=4.88
C 1.21 -0.74 -1.29
C 0.03 0.10 -0.68
C -1.05 -0.81 0.01
C -2.39 0.02 0.11
S -2.49 1.21 -1.23
N 0.50 0.92 0.43
H 1.50 -1.42 -0.43
H 1.96 0.04 -1.40
H 1.04 -1.19 -2.27
H -0.87 0.70 -1.46
H -1.14 -1.84 -0.49
H -0.90 -0.93 1.13
H -2.35 0.63 1.04
H -3.22 -0.70 0.23
H -0.20 0.64 -2.61
H 1.22 0.36 0.95
H -2.80 0.33 -2.29
H 0.95 1.80 0.13
H 3.32 0.97 3.07
H 3.01 -0.37 3.83
O 2.67 0.28 3.22